1.
ORCA calculation (the ωB97M-V functional and the def2-TZVPD basis) on a single C5H5NO molecule.

Positions of all 12 atoms, in Å:
O -0.703 -0.652 1.200
C -1.161 0.236 0.270
C -0.388 0.643 1.673
C 0.227 1.425 2.386
C -0.646 -0.059 -1.078
C 0.813 -0.391 -1.213
N -0.178 -1.420 -1.392
H 0.694 2.169 3.002
H -1.143 0.466 -1.888
H 1.408 -0.374 -0.299
H 1.317 -0.055 -2.117
H -0.240 -1.987 -0.544

## Properties
- orbital gap (spin up / spin down) (eV) = 7.9 / 7.6
- DFT total energy (hartree) = -323.2391
- energy relative to the best compared isomer or geometry (same formula, charge and spin) (kcal/mol) = 176.1
- E_HOMO (spin up / spin down) (Eh) = -0.3071 / -0.3116


2.
ORCA calculation (the ωB97M-V functional and the def2-TZVPD basis) on a single C5H5NO molecule in a non-equilibrium geometry.

Positions of all 12 atoms, in Å:
O -1.679 -1.445 1.435
C -0.706 -1.059 0.841
C -0.552 0.366 0.374
C 0.850 0.834 0.568
C 0.367 0.558 -0.836
C 0.262 -0.629 -1.668
N -0.191 -1.478 -2.315
H 0.188 -1.713 0.693
H -1.431 0.982 0.510
H 1.565 0.218 1.100
H 0.942 1.903 0.742
H 0.384 1.462 -1.445

## Properties
- orbital gap (eV) = 11.0
- DFT total energy (hartree) = -323.4477
- SMILES = N#C[C@@H]1C[C@@H]1C=O
- energy relative to the best compared isomer or geometry (same formula, charge and spin) (kcal/mol) = 45.2
- E_HOMO (Eh) = -0.3812


3.
ORCA calculation (the ωB97M-V functional and the def2-TZVPD basis) on a single C5H5NO molecule.

Positions of all 12 atoms, in Å:
O 1.940 -0.356 -0.540
C 1.114 0.526 0.145
C -0.394 0.196 -0.107
C -0.412 -1.468 0.544
C -1.115 -1.393 -0.497
C -1.267 1.023 0.741
N -1.932 1.691 1.407
H 1.779 -1.234 -0.171
H 1.295 0.525 1.227
H 1.323 1.528 -0.245
H -0.575 0.480 -1.152
H -1.756 -1.519 -1.349

## Properties
- orbital gap (eV) = 11.6
- DFT total energy (hartree) = -323.3371
- energy relative to the best compared isomer or geometry (same formula, charge and spin) (kcal/mol) = 114.5
- E_HOMO (Eh) = -0.4041


4.
ORCA calculation (the ωB97M-V functional and the def2-TZVPD basis) on a single C5H5NO molecule.

Positions of all 12 atoms, in Å:
O 1.033 1.857 1.649
C 1.040 0.933 0.855
C 2.010 -0.169 0.924
C 2.762 -1.115 0.944
C 0.220 0.745 -0.355
C -1.875 -0.152 -1.204
N -1.011 0.386 -0.146
H 3.444 -1.935 0.981
H -1.352 -0.036 -2.154
H -2.019 -1.223 -1.031
H -2.853 0.337 -1.265
H -1.398 0.372 0.802

## Properties
- orbital gap (eV) = 9.2
- DFT total energy (hartree) = -323.3675
- energy relative to the best compared isomer or geometry (same formula, charge and spin) (kcal/mol) = 95.5
- E_HOMO (Eh) = -0.3259


5.
ORCA calculation (the ωB97M-V functional and the def2-TZVPD basis) on a single C5H5NO molecule in a non-equilibrium geometry.

Positions of all 12 atoms, in Å:
C -1.734 -0.497 -1.411
C 0.924 0.070 0.895
C 1.002 0.290 -0.613
C -0.499 -0.244 0.887
C -0.848 0.089 -0.471
N -2.388 -1.082 -2.164
O -1.281 0.911 0.535
H 1.604 -0.642 1.172
H 1.253 1.087 1.303
H 1.307 1.267 -0.769
H 1.540 -0.468 -1.088
H -0.880 -0.782 1.723

## Properties
- orbital gap (eV) = 11.1
- DFT total energy (hartree) = -323.3717
- SMILES = N#C[C@]12CC[C@H]1O2
- energy relative to the best compared isomer or geometry (same formula, charge and spin) (kcal/mol) = 92.9
- E_HOMO (Eh) = -0.3758


6.
ORCA calculation (the ωB97M-V functional and the def2-TZVPD basis) on a single C5H5NO molecule in a non-equilibrium geometry.

Positions of all 12 atoms, in Å:
C -0.929 -0.589 1.506
C -0.478 -1.234 0.419
C -1.015 0.740 0.934
C 1.041 0.354 -0.827
C -0.314 -0.122 -0.569
N 1.355 0.831 -1.951
O -1.338 1.853 1.138
H -1.156 -0.908 2.508
H -0.247 -2.274 0.268
H 1.714 0.287 0.042
H -0.943 -0.113 -1.452
H 2.310 1.176 -2.015

## Properties
- orbital gap (eV) = 9.0
- DFT total energy (hartree) = -323.4276
- SMILES = [H]/N=C/[C@H]1C=CC1=O
- energy relative to the best compared isomer or geometry (same formula, charge and spin) (kcal/mol) = 57.8
- E_HOMO (Eh) = -0.3316


7.
ORCA calculation (the ωB97M-V functional and the def2-TZVPD basis) on a molecular structure, C5H5NO in a non-equilibrium geometry.

Positions of all 12 atoms, in Å:
C 1.512 0.274 0.084
C 0.212 -0.008 0.210
C -0.887 0.805 -0.026
C -2.025 0.187 -0.170
C -0.497 -1.323 0.028
H 3.164 -0.178 0.559
H 1.769 1.440 -0.170
H -0.694 2.000 -0.139
H -2.957 0.873 -0.049
H -0.180 -2.316 -0.104
N -1.784 -1.130 0.020
O 2.366 -0.624 -0.242

## Properties
- orbital gap (eV) = 8.1
- DFT total energy (hartree) = -323.3479
- energy relative to the best compared isomer or geometry (same formula, charge and spin) (kcal/mol) = 107.8
- E_HOMO (Eh) = -0.3102


8.
ORCA calculation (the ωB97M-V functional and the def2-TZVPD basis) on a single C5H5NO molecule.

Positions of all 12 atoms, in Å:
O -2.029 -0.650 1.879
C -1.224 -0.781 0.990
C -0.427 0.360 0.395
C 1.069 0.146 0.276
C -0.495 0.421 -1.117
C 0.794 0.036 -1.441
N 1.889 -0.380 -1.764
H -1.032 -1.766 0.509
H -0.649 1.287 0.937
H 1.521 -0.781 0.628
H 1.688 1.025 0.426
H -1.105 1.084 -1.718

## Properties
- orbital gap (spin up / spin down) (eV) = 6.9 / 7.1
- DFT total energy (hartree) = -323.3296
- energy relative to the best compared isomer or geometry (same formula, charge and spin) (kcal/mol) = 119.3
- E_HOMO (spin up / spin down) (Eh) = -0.3048 / -0.3071


9.
ORCA calculation (the ωB97M-V functional and the def2-TZVPD basis) on a single C5H5NO molecule in a non-equilibrium geometry.

Positions of all 12 atoms, in Å:
O 0.146 1.055 -1.733
C -0.065 0.761 -0.367
C -1.198 -0.296 -0.226
C -1.226 -0.992 1.065
N -1.228 -1.558 2.073
C 1.159 0.327 0.323
C 2.131 -0.053 0.922
H 0.709 0.354 -2.098
H -0.411 1.697 0.081
H -2.162 0.194 -0.389
H -1.069 -1.041 -1.019
H 2.981 -0.400 1.469

## Properties
- orbital gap (eV) = 11.3
- DFT total energy (hartree) = -323.4319
- SMILES = C#C[C@@H](O)CC#N
- energy relative to the best compared isomer or geometry (same formula, charge and spin) (kcal/mol) = 55.1
- E_HOMO (Eh) = -0.3917


10.
ORCA calculation (the ωB97M-V functional and the def2-TZVPD basis) on a single C5H5NO2 molecule in a non-equilibrium geometry.

Positions of all 13 atoms, in Å:
C -1.251 -0.733 -0.055
C 0.051 1.361 -0.224
C 1.184 0.627 0.172
C 0.846 -0.747 0.510
C 0.183 -1.260 -0.645
H -1.989 1.250 0.036
H 0.355 2.422 -0.133
H 2.026 1.210 0.508
H 0.460 -0.740 1.657
H 0.169 -0.802 -1.583
N -1.110 0.649 -0.307
O -2.250 -1.292 0.264
O 1.327 -1.944 -0.200

## Properties
- orbital gap (eV) = 9.5
- DFT total energy (hartree) = -398.5651
- SMILES = O=C1NC=C[C@@H]2O[C@@H]12
- energy relative to the best compared isomer or geometry (same formula, charge and spin) (kcal/mol) = 133.9
- E_HOMO (Eh) = -0.3279


11.
ORCA calculation (the ωB97M-V functional and the def2-TZVPD basis) on a single C5H5NO2 molecule in a non-equilibrium geometry.

Positions of all 13 atoms, in Å:
C 0.123 0.510 2.215
C -0.094 0.622 -0.062
C -0.056 -0.222 -1.249
C -0.213 -1.600 -1.198
C 0.146 0.446 -2.615
H 0.244 -0.376 3.041
H -0.744 1.435 2.259
H 1.119 0.890 2.386
H -0.313 -2.333 -1.761
H -0.291 -1.940 -0.275
N 0.309 0.996 -3.605
O -0.216 -0.206 1.028
O -0.014 1.778 -0.163

## Properties
- orbital gap (eV) = 10.2
- DFT total energy (hartree) = -398.6369
- SMILES = C=C(C#N)C(=O)OC
- energy relative to the best compared isomer or geometry (same formula, charge and spin) (kcal/mol) = 88.8
- E_HOMO (Eh) = -0.3945


12.
ORCA calculation (the ωB97M-V functional and the def2-TZVPD basis) on a single C5H5NO2S molecule in a non-equilibrium geometry.

Positions of all 14 atoms, in Å:
C -0.045 -1.762 -0.255
C -1.245 -1.506 0.277
C 1.663 0.104 -0.066
C 0.863 1.434 0.139
C -0.355 0.725 -0.474
N 0.641 -0.598 -0.657
O 2.749 -0.247 0.260
O -3.035 0.287 -0.332
S -1.842 0.181 0.459
H 0.533 -2.583 0.008
H -1.833 -2.340 0.546
H 0.690 1.497 1.329
H 1.099 2.378 -0.488
H -0.445 0.882 -1.636

## Properties
- orbital gap (eV) = 9.4
- DFT total energy (hartree) = -796.8181
- energy relative to the best compared isomer or geometry (same formula, charge and spin) (kcal/mol) = 83.3
- E_HOMO (Eh) = -0.3396


13.
ORCA calculation (the ωB97M-V functional and the def2-TZVPD basis) on 2 unconnected molecules or ions with the total composition C5H5NOS in a non-equilibrium geometry.

Positions of all 13 atoms, in Å:
C -0.572 -0.542 0.767
C -1.535 -0.473 1.642
C 0.505 0.622 -1.170
C 1.550 -0.393 -1.189
C 2.363 -1.244 -1.116
H -0.566 2.520 -0.154
H 0.143 -1.372 0.607
H -2.319 0.281 1.919
H -1.598 -1.407 2.137
H 3.133 -1.998 -1.342
N -0.413 0.504 -0.139
O -1.349 1.456 -0.015
S 0.658 2.047 -1.946

## Properties
- orbital gap (eV) = 8.1
- DFT total energy (hartree) = -721.4916
- energy relative to the best compared isomer or geometry (same formula, charge and spin) (kcal/mol) = 143.1
- E_HOMO (Eh) = -0.3164


14.
ORCA calculation (the ωB97M-V functional and the def2-TZVPD basis) on a single C5H5NOS molecule in a non-equilibrium geometry.

Positions of all 13 atoms, in Å:
C 0.277 -0.827 1.049
C 1.029 1.159 -0.868
C 0.789 -1.438 -1.312
C -0.859 0.095 0.311
C -0.401 0.670 -0.942
N 0.818 -1.377 -0.140
O 1.092 0.082 1.621
S 1.984 0.988 0.375
H -0.112 -1.493 1.855
H -1.981 -0.308 0.142
H -1.117 0.938 1.000
H -1.075 1.529 -1.335
H -0.445 -0.017 -1.756

## Properties
- orbital gap (eV) = 9.1
- DFT total energy (hartree) = -721.5047
- energy relative to the best compared isomer or geometry (same formula, charge and spin) (kcal/mol) = 134.9
- E_HOMO (Eh) = -0.3387


15.
ORCA calculation (the ωB97M-V functional and the def2-TZVPD basis) on a single C5H5NS molecule in a non-equilibrium geometry.

Positions of all 12 atoms, in Å:
C 0.737 0.525 -1.597
C 0.233 -0.134 -0.404
C 0.088 0.490 0.741
C -0.553 -0.087 1.960
C -0.599 -1.233 -0.510
H 0.918 1.493 -1.117
H -0.106 0.499 -2.417
H 1.820 0.278 -2.101
H 0.489 1.581 0.959
H -0.371 0.296 2.993
N -1.327 -2.167 -0.616
S -1.328 -1.541 2.108

## Properties
- orbital gap (eV) = 6.9
- DFT total energy (hartree) = -646.3420
- SMILES = C/C(C#N)=C/C=S
- energy relative to the best compared isomer or geometry (same formula, charge and spin) (kcal/mol) = 69.5
- E_HOMO (Eh) = -0.3024


16.
ORCA calculation (the ωB97M-V functional and the def2-TZVPD basis) on a molecular structure, C5H5NS in a non-equilibrium geometry.

Positions of all 12 atoms, in Å:
C -0.549 -0.436 -0.168
C 0.600 -1.218 -0.355
C 1.721 -0.073 -0.395
C 0.956 1.231 -0.238
C -0.414 1.058 -0.087
H -2.403 -1.605 0.639
H -2.528 0.086 1.424
H 0.925 -2.276 -0.254
H 1.462 2.313 -0.357
H -1.114 1.886 0.014
N -2.025 -0.638 -0.260
S 3.369 -0.328 0.036

## Properties
- orbital gap (eV) = 6.9
- DFT total energy (hartree) = -646.1501
- energy relative to the best compared isomer or geometry (same formula, charge and spin) (kcal/mol) = 190.0
- E_HOMO (Eh) = -0.3276


17.
ORCA calculation (the ωB97M-V functional and the def2-TZVPD basis) on a molecular structure, C5H5O3P in a non-equilibrium geometry.

Positions of all 14 atoms, in Å:
C 0.723 0.386 -0.009
C -1.070 -1.561 -0.399
C -0.177 -2.157 0.818
C 0.201 -1.102 0.139
C 2.309 1.621 -0.142
O -0.191 1.160 0.120
O -2.233 -0.727 -0.019
O -3.250 1.388 0.569
P -2.376 0.834 -0.421
H -1.155 -1.995 -1.370
H -0.233 -2.974 1.536
H 2.092 1.868 -1.222
H 3.168 0.852 -0.175
H 2.193 2.408 0.572

## Properties
- orbital gap (eV) = 8.7
- DFT total energy (hartree) = -760.4151
- energy relative to the best compared isomer or geometry (same formula, charge and spin) (kcal/mol) = 84.1
- E_HOMO (Eh) = -0.3320


18.
ORCA calculation (the ωB97M-V functional and the def2-TZVPD basis) on 2 unconnected molecules or ions with the total composition C5H5OS in a non-equilibrium geometry.

Positions of all 12 atoms, in Å:
C -1.323 -0.336 0.436
C -0.192 -1.114 0.562
C -1.263 0.810 -0.359
C 1.089 -0.597 0.176
C 1.030 0.751 -0.522
O -0.180 1.248 -0.910
S 1.571 0.897 1.156
H -2.277 -0.669 0.807
H -0.265 -2.129 0.928
H -2.158 1.352 -0.653
H 1.899 -1.283 -0.036
H 2.069 1.070 -1.586

## Properties
- charge = +1
- orbital gap (eV) = 7.8
- DFT total energy (hartree) = -666.5589
- energy relative to the best compared isomer or geometry (same formula, charge and spin) (kcal/mol) = 35.8
- E_HOMO (Eh) = -0.5226


19.
ORCA calculation (the ωB97M-V functional and the def2-TZVPD basis) on a single C5H5P5 molecule in a non-equilibrium geometry.

Positions of all 15 atoms, in Å:
C 0.071 -0.282 -1.586
C -1.078 0.231 -1.055
C 1.292 -0.314 -0.829
C -1.270 0.414 0.249
C 2.095 -1.420 -1.011
P -2.757 1.162 0.809
P -2.284 2.324 2.513
P -0.491 2.080 3.497
P -0.105 0.014 3.208
P -0.308 -0.702 1.220
H 0.077 -0.541 -2.609
H -1.831 0.320 -1.735
H 1.763 0.485 -0.398
H 1.699 -2.180 -1.696
H 3.128 -1.591 -0.577

## Properties
- orbital gap (spin up / spin down) (eV) = 6.2 / 6.2
- DFT total energy (hartree) = -1900.1400
- energy relative to the best compared isomer or geometry (same formula, charge and spin) (kcal/mol) = 49.1
- E_HOMO (spin up / spin down) (Eh) = -0.2994 / -0.2994


20.
ORCA calculation (the ωB97M-V functional and the def2-TZVPD basis) on a molecular structure, C5H6BaO4 in a non-equilibrium geometry.

Positions of all 16 atoms, in Å:
O -1.006 0.660 -1.067
C -1.570 -0.522 -1.243
C -2.879 -0.706 -0.700
O -3.487 0.224 -0.103
Ba -3.140 2.690 0.510
H -0.882 -1.362 -1.362
H -3.187 -1.742 -0.499
C 2.464 -1.372 1.379
C 2.169 -0.184 0.880
O 0.817 0.093 0.613
C 0.402 1.058 -0.128
O 1.297 1.855 -0.595
H 1.708 -2.149 1.493
H 2.875 0.545 0.489
H 3.511 -1.666 1.443
H 0.909 2.579 -1.110

## Properties
- charge = +2
- orbital gap (eV) = 6.2
- DFT total energy (hartree) = -519.8393
- energy relative to the best compared isomer or geometry (same formula, charge and spin) (kcal/mol) = 70.0
- E_HOMO (Eh) = -0.5465